10
Properties=species:S:1:pos:R:3:nbo_charge:R:1 method="wB97M-V/def2-TZVPD" charge=+2 homo_lumo_gap_ev="5.2 / 9.3" spin_multiplicity=2 energy_ha=-2219.522585
C -1.024 0.729 0.080 0.41
O 0.010 -1.192 -0.460 -0.34
O 0.333 0.886 0.252 -0.39
Zn 3.944 0.472 0.144 0.98
F -1.526 1.554 -0.787 -0.20
C -1.155 -0.762 -0.114 0.50
H -1.936 0.388 0.864 0.28
C 0.995 -0.208 -0.127 1.05
H -1.790 -1.483 0.420 0.30
O 2.148 -0.382 -0.272 -0.59